Record 1
Below is a cluster of 9 separate species, C42H84Cl6NO8P in total, with properties calculated with the ωB97M-V functional and the def2-TZVPD basis.

Output
LUMO energy ... -0.0003 Ha
E_tot ... -5409.551945 a.u.
Kohn-Sham gap ... 5.8 eV
Relative energy (zero: lowest compared OMol25 entry of this formula, charge and spin) ... 0.0 kJ/mol
Highest occupied orbital energy ... -5.78 eV

Atoms and positions in Å:
C (4.23, -1.78, 2.86)
C (3.62, -1.16, 4.11)
C (2.32, -0.42, 3.86)
C (2.58, 0.92, 3.32)
P (1.24, 2.14, 3.19)
C (1.62, 3.28, 1.83)
C (2.93, 4.16, 1.91)
C (3.32, 4.93, 0.62)
C (4.72, 5.56, 0.67)
C (1.22, 3.11, 4.63)
C (1.22, 2.34, 6.01)
C (1.20, 3.46, 7.06)
C (-0.14, 4.16, 7.15)
C (-0.48, 1.53, 2.84)
C (-1.75, 2.37, 3.35)
C (-3.15, 2.20, 2.68)
C (-3.53, 0.75, 2.54)
H (3.67, -2.43, 2.19)
H (5.21, -2.22, 3.07)
H (4.30, -0.90, 2.22)
H (4.38, -0.50, 4.53)
H (3.51, -1.92, 4.88)
H (1.76, -0.36, 4.80)
H (1.73, -1.00, 3.16)
H (3.01, 0.95, 2.31)
H (3.34, 1.37, 3.96)
H (0.87, 4.07, 1.95)
H (1.43, 2.70, 0.93)
H (3.77, 3.52, 2.19)
H (2.89, 4.95, 2.66)
H (2.52, 5.61, 0.32)
H (3.31, 4.23, -0.22)
H (5.51, 4.87, 0.95)
H (4.67, 6.25, 1.51)
H (5.07, 6.19, -0.16)
H (0.39, 3.79, 4.44)
H (2.15, 3.67, 4.59)
H (2.22, 1.96, 6.19)
H (0.46, 1.60, 6.24)
H (1.89, 4.15, 6.59)
H (1.67, 3.11, 7.98)
H (-0.80, 3.71, 7.90)
H (-0.64, 4.11, 6.18)
H (0.17, 5.18, 7.37)
H (-0.59, 0.54, 3.27)
H (-0.56, 1.45, 1.76)
H (-1.66, 3.45, 3.41)
H (-1.89, 2.11, 4.40)
H (-3.27, 2.61, 1.68)
H (-3.85, 2.72, 3.33)
H (-3.18, 0.23, 3.43)
H (-3.01, 0.15, 1.79)
H (-4.61, 0.57, 2.55)
C (-2.93, 0.04, -7.46)
C (-2.43, -0.36, -6.12)
C (-1.57, 0.78, -5.64)
C (-1.33, 0.80, -4.09)
N (-0.21, 1.75, -3.73)
C (-0.44, 2.47, -2.35)
C (0.27, 3.80, -2.45)
C (0.76, 4.09, -3.85)
C (-0.13, 3.13, -4.55)
C (1.20, 0.99, -3.75)
H (-2.07, 0.42, -8.01)
H (-3.53, 0.94, -7.34)
H (-3.49, -0.69, -8.04)
H (-1.94, -1.33, -6.19)
H (-3.34, -0.43, -5.53)
H (-2.11, 1.69, -5.86)
H (-0.64, 0.73, -6.20)
H (-1.03, -0.13, -3.60)
H (-2.22, 1.12, -3.55)
H (-0.14, 1.91, -1.46)
H (-1.47, 2.79, -2.20)
H (1.01, 3.84, -1.65)
H (-0.41, 4.59, -2.14)
H (1.81, 3.80, -3.89)
H (0.84, 5.05, -4.37)
H (0.16, 2.82, -5.55)
H (-1.16, 3.43, -4.74)
H (1.99, 1.69, -3.46)
H (1.35, 0.64, -4.77)
H (1.17, 0.09, -3.14)
O (-1.85, -1.35, -0.73)
C (-0.67, -1.63, 0.01)
C (0.82, -0.91, -0.23)
O (1.23, 0.37, 0.18)
H (-0.53, -2.67, -0.29)
H (-0.90, -1.66, 1.08)
H (1.21, -1.21, -1.20)
H (1.49, -1.49, 0.41)
O (2.38, -7.17, 3.91)
C (1.65, -6.27, 3.47)
O (0.77, -6.53, 2.50)
C (0.02, -5.38, 2.18)
C (0.79, -4.27, 2.83)
C (1.63, -4.85, 3.95)
H (-1.00, -5.48, 2.55)
H (-0.08, -5.23, 1.10)
H (0.32, -3.37, 3.24)
H (1.48, -3.93, 2.06)
H (1.03, -4.84, 4.86)
H (2.67, -4.58, 4.16)
O (-5.34, -3.83, -5.81)
C (-4.99, -3.79, -4.61)
O (-4.06, -2.82, -4.26)
C (-3.73, -3.12, -2.88)
C (-4.10, -4.61, -2.42)
C (-5.21, -4.86, -3.53)
H (-4.21, -2.34, -2.30)
H (-2.68, -2.88, -2.70)
H (-4.64, -4.89, -1.52)
H (-3.21, -5.23, -2.58)
H (-6.19, -4.62, -3.12)
H (-5.16, -5.89, -3.87)
O (0.57, -2.20, -5.87)
C (0.76, -2.59, -4.72)
O (2.00, -2.61, -4.06)
C (1.90, -3.41, -2.86)
C (0.60, -4.15, -2.92)
C (-0.18, -3.10, -3.59)
H (2.17, -2.82, -1.98)
H (2.65, -4.19, -2.79)
H (0.30, -4.56, -1.95)
H (0.56, -5.03, -3.56)
H (-0.36, -2.30, -2.87)
H (-1.08, -3.37, -4.15)
C (4.23, 1.20, -1.16)
Cl (4.34, 0.38, -2.74)
Cl (5.24, 2.63, -1.07)
H (3.17, 1.37, -0.94)
H (4.58, 0.39, -0.51)
C (-3.97, 1.07, -1.15)
Cl (-4.14, 2.86, -1.62)
Cl (-5.55, 0.53, -0.54)
H (-3.65, 0.38, -1.92)
H (-3.25, 0.99, -0.34)
C (-2.87, -3.62, 1.77)
Cl (-3.95, -4.84, 1.13)
Cl (-2.65, -3.77, 3.60)
H (-1.87, -3.70, 1.35)
H (-3.47, -2.72, 1.71)

Mulliken atomic charge list, values in e, 4 entries:
1 C -1.060
2 C -1.017
3 C 0.255
4 C -0.918


Record 2
Below is a structure of composition C8H9NO2Si, with properties calculated with the ωB97M-V functional and the def2-TZVPD basis.

Output
LUMO energy (alpha / beta) ... 0.0273 / -0.1162 Ha
E_tot ... -804.830701 a.u.
Kohn-Sham gap (alpha / beta) ... 5.2 / 5.9 eV
Highest occupied orbital energy (alpha / beta) ... -4.45 / -9.06 eV
2S+1 ... 3

Atoms and positions in Å:
C (-2.34, -2.99, 0.53)
C (3.11, 0.19, 0.75)
C (2.85, -1.12, 1.04)
C (2.13, 1.08, 0.39)
C (1.55, -1.60, 0.90)
C (0.82, 0.64, 0.33)
C (0.52, -0.72, 0.61)
C (-2.69, 0.26, -1.64)
N (-3.08, -2.21, -0.04)
O (-1.61, -3.71, 1.03)
O (-0.83, -1.26, 0.43)
Si (-2.32, -0.65, 0.03)
H (4.18, 0.47, 0.57)
H (3.61, -1.87, 1.32)
H (2.30, 2.10, 0.26)
H (1.30, -2.50, 1.18)
H (-0.03, 1.20, -0.23)
H (-3.11, 1.35, -1.61)
H (-1.70, 0.44, -2.24)
H (-3.51, -0.12, -2.32)
H (-2.64, 0.15, 1.34)

Mulliken atomic charge list, values in e, 4 entries:
1 C 0.844
2 C -0.068
3 C -0.556
4 C -0.838


Record 3
Below is a structure of composition C15H20CuN10S, with properties calculated with the ωB97M-V functional and the def2-TZVPD basis.

Output
LUMO energy (alpha / beta) ... -0.1995 / -0.3610 Ha
Net charge ... +2
E_tot ... -3169.195469 a.u.
Kohn-Sham gap (alpha / beta) ... 8.8 / 4.1 eV
Relative energy (zero: lowest compared OMol25 entry of this formula, charge and spin) ... 58.5 kJ/mol
Highest occupied orbital energy (alpha / beta) ... -14.19 / -13.93 eV
2S+1 ... 2

Atoms and positions in Å:
Cu (1.47, 0.41, -0.37)
N (0.64, -0.64, -1.68)
C (0.09, -1.55, -2.14)
C (-0.40, -2.81, -2.54)
C (-1.64, -2.94, -3.19)
C (-2.05, -4.23, -3.60)
C (-1.25, -5.35, -3.39)
C (-0.06, -5.19, -2.68)
C (0.42, -3.92, -2.28)
H (-2.21, -2.08, -3.42)
H (-2.91, -4.25, -4.24)
H (-1.62, -6.32, -3.72)
H (0.60, -6.03, -2.50)
H (1.40, -3.80, -1.74)
C (4.47, 4.81, 0.32)
N (3.25, 3.99, 0.18)
C (1.92, 4.46, -0.05)
C (1.20, 3.33, -0.37)
N (2.03, 2.21, -0.29)
C (3.24, 2.63, -0.05)
H (4.23, 5.82, -0.02)
H (5.29, 4.46, -0.28)
H (4.75, 4.80, 1.37)
H (1.60, 5.44, 0.04)
H (0.13, 3.17, -0.55)
H (4.16, 2.04, -0.06)
S (-1.88, 0.75, -0.06)
C (-3.08, 1.40, 0.92)
N (-3.87, 2.47, 0.60)
C (-4.86, 2.73, 1.61)
C (-4.41, 1.83, 2.77)
N (-3.41, 1.04, 2.20)
H (-3.77, 2.89, -0.27)
H (-5.87, 2.48, 1.33)
H (-4.84, 3.84, 1.83)
H (-5.29, 1.26, 3.20)
H (-4.05, 2.43, 3.63)
H (-2.86, 0.38, 2.67)
N (1.75, -4.14, 2.00)
N (2.11, -2.82, 1.85)
N (2.59, -1.99, 2.79)
C (2.51, -0.79, 2.17)
N (2.03, -0.93, 0.89)
N (1.71, -2.22, 0.71)
H (2.39, -4.64, 2.63)
H (1.62, -4.49, 1.02)
H (2.71, 0.09, 2.75)

Mulliken atomic charge list, values in e, 4 entries:
1 Cu -0.360
2 N -0.632
3 C 0.829
4 C 0.523


Record 4
Below is a structure of composition C8H17O3P2Rh, with properties calculated with the ωB97M-V functional and the def2-TZVPD basis.

Output
LUMO energy (alpha / beta) ... 0.0277 / -0.0567 Ha
E_tot ... -1333.734967 a.u.
Kohn-Sham gap (alpha / beta) ... 3.3 / 7.6 eV
Relative energy (zero: lowest compared OMol25 entry of this formula, charge and spin) ... 113.4 kJ/mol
Highest occupied orbital energy (alpha / beta) ... -2.58 / -9.13 eV
2S+1 ... 5

Atoms and positions in Å:
C (-0.46, 0.02, -2.05)
C (-1.25, 1.03, -1.41)
C (-0.38, 2.03, -0.87)
C (0.96, 1.62, -1.12)
C (0.93, 0.35, -1.81)
Rh (-0.07, -0.04, -0.03)
P (-0.10, -2.41, -0.13)
H (-0.81, -0.84, -2.61)
H (-2.34, 1.05, -1.37)
H (-0.67, 2.93, -0.33)
H (1.80, -0.20, -2.15)
H (1.86, 2.16, -0.85)
H (1.08, -3.00, -0.65)
H (-1.19, -3.11, -0.72)
H (-0.12, -2.95, 1.16)
C (-2.08, -0.83, 3.22)
O (-0.63, -1.05, 2.90)
P (0.45, 0.08, 2.36)
O (0.71, 1.10, 3.60)
C (0.00, 1.18, 4.89)
O (1.92, -0.65, 2.12)
C (2.91, 0.23, 1.53)
H (-2.67, -1.56, 2.62)
H (-2.35, 0.21, 2.97)
H (-2.27, -1.03, 4.30)
H (-0.82, 1.91, 4.79)
H (-0.34, 0.20, 5.24)
H (0.65, 1.53, 5.69)
H (2.53, 1.26, 1.40)
H (3.80, 0.29, 2.17)
H (3.17, -0.15, 0.53)

Mulliken atomic charge list, values in e, 4 entries:
1 C -0.693
2 C -0.214
3 C -0.829
4 C -0.238


Record 5
Below is a structure of composition C34H93F3HfN7O15S, with properties calculated with the ωB97M-V functional and the def2-TZVPD basis.

Output
LUMO energy ... -0.4966 Ha
Net charge ... +4
E_tot ... -3607.276091 a.u.
Kohn-Sham gap ... 2.3 eV
Highest occupied orbital energy ... -15.85 eV
2S+1 ... 2

Atoms and positions in Å:
Hf (3.01, -3.07, 1.83)
C (-0.11, 0.39, 0.29)
F (-1.12, -0.21, 0.97)
F (-0.63, 1.12, -0.67)
F (0.64, 1.12, 1.07)
S (1.04, -0.95, -0.49)
O (0.13, -1.70, -1.37)
O (2.08, -0.26, -1.24)
O (1.55, -1.76, 0.65)
C (2.65, 0.23, -4.14)
O (2.35, 0.62, -5.48)
H (3.72, 0.20, -3.99)
H (2.22, 0.88, -3.37)
H (2.12, -0.71, -4.01)
H (1.45, 0.95, -5.53)
C (-0.60, 4.29, -6.69)
C (-0.50, 4.42, -5.22)
C (-1.04, 3.14, -4.48)
O (-0.23, 2.01, -4.73)
C (-0.69, 0.89, -4.07)
N (0.89, 4.68, -4.79)
H (0.11, 3.54, -7.04)
H (-0.27, 5.20, -7.19)
H (-1.61, 3.97, -6.96)
H (-1.10, 5.25, -4.85)
H (-2.05, 2.99, -4.84)
H (-0.96, 3.40, -3.42)
H (-1.74, 0.73, -4.31)
H (-0.61, 0.93, -2.98)
H (-0.19, 0.02, -4.50)
H (1.30, 3.75, -4.79)
H (0.85, 4.91, -3.80)
C (-3.55, -0.73, 4.92)
C (-4.71, -1.35, 4.14)
C (-4.22, -2.16, 2.96)
O (-3.62, -1.33, 1.97)
C (-4.55, -0.55, 1.19)
N (-5.60, -2.12, 5.01)
H (-3.79, -0.66, 5.98)
H (-3.38, 0.27, 4.52)
H (-2.61, -1.29, 4.85)
H (-5.37, -0.56, 3.79)
H (-4.96, -2.86, 2.56)
H (-3.45, -2.82, 3.35)
H (-5.20, 0.11, 1.76)
H (-5.30, -1.20, 0.74)
H (-4.00, 0.07, 0.48)
H (-6.02, -1.57, 5.74)
H (-6.33, -2.47, 4.40)
C (-3.69, 2.32, -2.32)
C (-4.89, 3.30, -2.49)
C (-4.49, 4.43, -3.40)
O (-3.40, 5.22, -2.88)
C (-3.77, 5.97, -1.70)
N (-5.91, 2.50, -3.13)
H (-3.43, 1.94, -3.31)
H (-4.00, 1.45, -1.75)
H (-2.77, 2.76, -1.92)
H (-5.29, 3.57, -1.52)
H (-5.35, 4.94, -3.84)
H (-4.05, 4.04, -4.32)
H (-3.20, 6.89, -1.59)
H (-3.65, 5.49, -0.73)
H (-4.80, 6.31, -1.83)
H (-6.82, 2.92, -3.25)
H (-5.62, 2.36, -4.09)
C (2.08, -3.89, -2.49)
C (1.67, -4.41, -1.14)
C (1.26, -5.90, -1.19)
O (1.08, -6.39, 0.11)
C (0.36, -7.64, 0.12)
N (2.89, -4.33, -0.35)
H (2.80, -4.55, -2.98)
H (2.51, -2.89, -2.40)
H (1.24, -3.92, -3.17)
H (0.89, -3.89, -0.57)
H (1.95, -6.52, -1.76)
H (0.33, -5.92, -1.76)
H (0.47, -8.22, -0.80)
H (-0.69, -7.39, 0.07)
H (0.54, -8.26, 1.01)
H (3.61, -4.04, -0.99)
H (3.08, -5.32, -0.36)
C (4.08, 1.02, 7.15)
C (3.36, 0.80, 5.85)
C (3.30, 2.03, 4.95)
O (2.71, 1.79, 3.68)
C (2.84, 2.93, 2.80)
N (3.98, -0.32, 5.20)
H (5.12, 1.30, 7.04)
H (3.91, 0.17, 7.82)
H (3.64, 1.89, 7.64)
H (2.34, 0.47, 6.03)
H (4.32, 2.40, 4.80)
H (2.68, 2.79, 5.41)
H (2.32, 3.76, 3.27)
H (2.27, 2.72, 1.90)
H (3.88, 3.21, 2.60)
H (4.95, -0.17, 4.98)
H (3.87, -1.07, 5.86)
C (-1.03, -5.19, 2.36)
C (0.03, -4.05, 2.19)
C (-0.08, -2.90, 3.22)
O (1.03, -2.07, 3.08)
C (0.77, -0.85, 3.79)
N (1.33, -4.69, 2.30)
H (-0.83, -5.74, 3.28)
H (-1.07, -5.82, 1.48)
H (-2.01, -4.75, 2.52)
H (0.06, -3.63, 1.18)
H (-0.03, -3.27, 4.24)
H (-1.05, -2.48, 2.98)
H (1.61, -0.19, 3.61)
H (0.52, -0.96, 4.85)
H (-0.08, -0.38, 3.28)
H (1.15, -5.47, 1.68)
H (1.31, -5.27, 3.12)
C (3.46, 4.39, -2.41)
C (2.91, 3.97, -1.04)
C (1.37, 3.70, -0.91)
O (0.78, 4.96, -1.15)
C (-0.58, 5.09, -0.81)
N (3.53, 2.77, -0.63)
H (3.29, 3.62, -3.17)
H (4.54, 4.53, -2.41)
H (3.08, 5.33, -2.81)
H (3.14, 4.75, -0.31)
H (1.18, 3.45, 0.13)
H (0.98, 2.85, -1.47)
H (-0.83, 6.15, -0.74)
H (-0.77, 4.70, 0.19)
H (-1.17, 4.67, -1.63)
H (2.99, 2.01, -1.01)
H (4.46, 2.68, -1.02)
C (4.13, -0.05, 1.41)
C (4.78, -0.76, 0.25)
O (4.37, -2.09, 0.12)
O (3.76, -0.96, 2.49)
H (3.22, 0.50, 1.15)
H (4.83, 0.74, 1.70)
H (5.87, -0.79, 0.37)
H (4.62, -0.25, -0.70)
H (4.90, -2.44, -0.60)
H (3.83, -0.40, 3.27)
C (-3.03, -3.09, -0.60)
C (-2.40, -4.13, -1.61)
O (-1.51, -3.51, -2.55)
O (-2.14, -2.84, 0.55)
H (-3.96, -3.53, -0.23)
H (-3.31, -2.19, -1.14)
H (-3.23, -4.60, -2.15)
H (-1.81, -4.91, -1.14)
H (-0.94, -2.85, -2.15)
H (-2.50, -2.15, 1.11)

Mulliken atomic charge list, values in e, 4 entries:
1 Hf 1.314
2 C -0.438
3 F -0.044
4 F 0.103


Record 6
Below is the molecule C5H10, with properties calculated with the ωB97M-V functional and the def2-TZVPD basis.

Output
LUMO energy ... 0.0473 Ha
E_tot ... -196.474437 a.u.
Kohn-Sham gap ... 10.9 eV
Relative energy (zero: lowest compared OMol25 entry of this formula, charge and spin) ... 89.2 kJ/mol
Highest occupied orbital energy ... -9.65 eV
SMILES string ... C=CCCC

Atoms and positions in Å:
C (-2.18, 0.55, 0.09)
C (-1.33, -0.33, -0.39)
C (-0.21, -0.94, 0.39)
C (1.19, -0.58, -0.18)
C (1.58, 0.86, 0.00)
H (-3.00, 0.98, -0.47)
H (-2.11, 0.89, 1.13)
H (-1.42, -0.61, -1.46)
H (-0.33, -2.03, 0.29)
H (-0.37, -0.62, 1.41)
H (1.13, -0.75, -1.26)
H (1.93, -1.24, 0.30)
H (2.49, 1.09, -0.61)
H (0.77, 1.62, -0.30)
H (1.87, 1.11, 1.06)

Mulliken atomic charge list, values in e, 4 entries:
1 C -0.745
2 C -0.047
3 C -0.597
4 C -0.316


Record 7
Below is a structure of composition C3H10N4, with properties calculated with the ωB97M-V functional and the def2-TZVPD basis.

Output
LUMO energy (alpha / beta) ... 0.0193 / 0.0193 Ha
E_tot ... -339.131664 a.u.
Kohn-Sham gap (alpha / beta) ... 8.5 / 8.5 eV
Relative energy (zero: lowest compared OMol25 entry of this formula, charge and spin) ... 515.3 kJ/mol
Highest occupied orbital energy (alpha / beta) ... -7.98 / -7.98 eV

Atoms and positions in Å:
C (-1.64, -0.25, -0.64)
C (-0.91, 0.27, 0.58)
N (-1.46, 1.13, 1.36)
H (-0.89, 1.43, 2.14)
H (-0.30, -0.86, 1.05)
H (-1.84, 0.57, -1.33)
H (-2.60, -0.64, -0.31)
H (-1.08, -1.03, -1.15)
N (0.79, 0.64, 0.21)
N (1.12, 1.02, -1.13)
C (1.18, -0.79, 0.74)
N (1.69, -1.67, -0.03)
H (1.09, 1.38, 0.83)
H (1.78, 0.33, -1.49)
H (0.26, 1.00, -1.67)
H (1.24, -1.85, -0.93)
H (1.57, -0.67, 1.76)

Mulliken atomic charge list, values in e, 4 entries:
1 C -1.315
2 C 0.888
3 N -0.886
4 H 0.197


Going through the records in order, we get molecular weight values of 974.83; 179.25; 436.01; 326.07; 1107.70; 70.13; 102.14 g/mol.